Record 1
ORCA calculation (ωB97M-V/def2-TZVPD) on a structure of composition C29H23F6IrN5O6S2Te.

HOMO energy (spin up / spin down) in eV: -7.75 / -7.70
⟨S²⟩: 0.76
E_LUMO (spin up / spin down) in eV: -0.617 / -2.928
Total energy in Eh: -3612.12722
Largest force on an atom in hartree/bohr: 0.01491
Multiplicity: 2
Total charge: 0

Atoms and positions in Å:
Ir 0.54426 -0.34728 -0.22928
O -1.23169 -0.21846 3.36904
C -1.00048 -0.27627 2.17596
N -0.14156 0.46697 1.44671
C 0.73568 1.44487 1.96788
C 0.43652 2.24790 3.05917
C 1.35180 3.20374 3.47599
C 2.55886 3.35778 2.80875
C 2.87045 2.56068 1.71565
C 1.96098 1.59623 1.29532
N 2.15048 0.73989 0.18124
C 3.32335 0.46053 -0.41768
O 4.40386 1.00556 -0.26047
C 3.17847 -0.67858 -1.40488
C 4.30856 -1.22966 -1.97114
C 4.16627 -2.25414 -2.89313
C 2.89129 -2.65401 -3.25238
C 1.80377 -2.05856 -2.64131
N 1.93820 -1.11249 -1.70977
C -1.78263 -1.20882 1.26950
C -2.88700 -1.88012 1.75110
C -3.69520 -2.56331 0.85747
C -3.38165 -2.52969 -0.49129
C -2.23450 -1.87312 -0.89394
N -1.43799 -1.23788 -0.03380
H -0.49788 2.10644 3.58135
H 1.11943 3.82530 4.33068
H 3.27048 4.10348 3.13841
H 3.80739 2.67189 1.19342
H 5.26696 -0.83375 -1.66786
H 5.03603 -2.72623 -3.32973
H 2.72151 -3.43309 -3.98123
H 0.79604 -2.35642 -2.88917
H -3.08439 -1.83284 2.81246
H -4.56172 -3.10924 1.20488
H -3.98447 -3.04272 -1.22621
H -1.92390 -1.88479 -1.92998
F -0.23204 -7.42107 -0.45638
C 0.56600 -6.36986 -0.28433
F 1.37200 -6.61314 0.74342
F 1.30015 -6.21828 -1.38385
S -0.48885 -4.84588 0.01745
O -0.38965 -4.09454 -1.20740
O -1.75904 -5.36114 0.41683
N 0.17080 -4.10232 1.25036
S 1.51254 -3.30116 1.14639
O 2.46226 -3.76791 0.17865
O 1.35763 -1.84278 1.24470
C 2.19086 -3.66393 2.82166
F 2.52513 -4.94693 2.89183
F 1.30156 -3.38679 3.76362
F 3.27825 -2.92055 3.01186
C -3.55533 6.26634 -0.44905
C -2.79809 5.01648 -0.79918
C -1.41297 4.98748 -0.78266
C -0.69583 3.84286 -1.11951
C 0.80430 3.90332 -1.17587
C -1.41189 2.69413 -1.45818
Te -0.38754 0.96492 -2.10277
C -2.81387 2.68862 -1.48815
C -3.61380 1.46544 -1.85203
C -3.48127 3.85746 -1.15762
H -2.88695 7.04476 -0.08509
H -4.30076 6.06774 0.32191
H -4.08329 6.65403 -1.32208
H -0.86250 5.87990 -0.50702
H 1.19169 4.67268 -0.50999
H 1.13689 4.13910 -2.19064
H 1.26325 2.95914 -0.88936
H -3.22846 0.56660 -1.36770
H -3.61044 1.29358 -2.93169
H -4.65045 1.58196 -1.53961
H -4.56592 3.85996 -1.16023

Here are the Löwdin charges for atoms 1 to 2, given in e: Ir 1.08; O 0.08

***

Record 2
ORCA calculation (ωB97M-V/def2-TZVPD) on a cluster of 7 separate species, C11H32B4F16N3O3 in total in a non-equilibrium geometry.

HOMO energy in eV: -7.63
E_LUMO in eV: 0.125
Total energy in Eh: -2526.41740
Largest force on an atom in hartree/bohr: 0.10403
Multiplicity: 1
Total charge: -1

Atoms and positions in Å:
C 2.80619 0.37845 0.34775
C 1.73670 -0.22709 -0.59584
O 2.06801 -0.44202 -1.76396
N 0.40462 -0.81055 -0.03862
H 0.57835 -1.77978 0.18613
H 0.14093 -0.30741 0.79649
C -0.75564 -0.60077 -1.01031
H 2.42950 1.24529 0.89069
H 3.66132 0.53017 -0.31091
H 3.02498 -0.41387 1.06362
H -1.71545 -0.77822 -0.52517
H -0.67921 -1.06349 -1.99426
H -0.84396 0.48485 -1.05196
C -4.69721 -2.52645 1.23790
C -3.77438 -3.50425 0.54969
C -2.70265 -4.15432 1.51976
O -1.69469 -3.11704 1.61407
C -0.61033 -3.35920 2.48696
N -4.78375 -4.51428 -0.03536
H -4.39581 -5.42239 -0.24735
H -5.40082 -4.83043 0.69906
H -5.38085 -4.21662 -0.79363
H -4.14584 -1.84555 1.88633
H -5.48041 -2.86708 1.91516
H -5.21209 -1.92358 0.48987
H -3.25239 -2.99945 -0.26320
H -2.35749 -5.09412 1.08879
H -3.13769 -4.27830 2.51146
H -0.12275 -4.33370 2.51363
H -0.86649 -3.15135 3.52585
H 0.21785 -2.70488 2.21477
C 0.90702 3.07717 -2.46917
C 0.90865 4.51524 -2.00026
C 0.03346 4.75570 -0.74940
O -0.01986 6.10082 -0.34068
C -0.81626 6.31887 0.86457
N 2.33815 5.00663 -1.72770
H 2.92078 5.11207 -2.54595
H 2.29315 5.90360 -1.26561
H 2.89727 4.41789 -1.12697
H 1.59445 2.89836 -3.29595
H -0.08643 2.81305 -2.83167
H 1.19532 2.38592 -1.67724
H 0.59298 5.16710 -2.81484
H 0.31937 4.19907 0.14309
H -1.01221 4.49711 -0.91612
H -1.82173 6.64474 0.59823
H -0.36530 7.19449 1.33151
H -1.18825 5.58434 1.57884
B -0.22962 -4.42435 -3.08567
F 0.96571 -5.04522 -2.63831
F 0.06845 -3.80511 -4.34457
F -1.28339 -5.33510 -3.21245
F -0.49537 -3.44732 -2.14271
B -1.02388 1.13064 2.42686
F 0.31041 0.69564 2.54114
F -1.40457 1.88057 3.51449
F -1.27287 1.88159 1.37044
F -1.84725 0.09858 2.20140
B 5.08586 2.95338 -1.31451
F 6.19056 3.32822 -0.61868
F 4.88161 3.89568 -2.29852
F 5.23265 1.66009 -1.81956
F 4.00873 2.99368 -0.43176
B 2.96414 -3.29739 2.01448
F 4.21720 -3.44890 1.48065
F 2.64134 -4.49000 2.63497
F 3.17695 -2.41993 2.97189
F 2.06441 -2.76960 1.08843

Here are the Löwdin charges for atoms 1 to 2, given in e: C 0.05; C -0.30

***

Record 3
ORCA calculation (ωB97M-V/def2-TZVPD) on the molecule CH2O2S2 in a non-equilibrium geometry.

HOMO energy (spin up / spin down) in eV: -9.33 / -9.33
E_LUMO (spin up / spin down) in eV: -1.339 / -1.341
Total energy in Eh: -986.04847
Largest force on an atom in hartree/bohr: 0.07787
Multiplicity: 1
Total charge: 0

Atoms and positions in Å:
C -0.41205 0.27981 -0.42899
O 1.92801 1.50957 -0.33136
O 1.77547 -0.94927 0.14012
S -1.21588 -1.25403 -0.24494
S 1.16962 0.35638 0.03502
H -1.10437 1.04794 0.10522
H -2.14082 -0.99040 0.72492

Here are the Löwdin charges for atoms 1 to 2, given in e: C -0.72; O -0.31

***

Record 4
ORCA calculation (ωB97M-V/def2-TZVPD) on a structure of composition C4H7ClS in a non-equilibrium geometry.

HOMO energy in eV: -6.90
E_LUMO in eV: 0.812
Total energy in Eh: -1014.76943
Largest force on an atom in hartree/bohr: 0.18433
Multiplicity: 1
Total charge: 0

Atoms and positions in Å:
C 1.30231 -1.41041 -0.71058
C 0.19382 -1.39962 -1.69574
C 0.17720 0.80787 1.20286
C 0.42395 2.03644 0.77662
H 2.31527 -1.28294 -1.08088
H 1.21179 -2.06237 0.15349
H 0.43657 -1.25829 -2.74094
H -0.66262 -2.04365 -1.50658
H 0.88351 0.21110 1.76704
H -0.30330 2.59992 0.21256
H 1.38607 2.49744 0.99104
S 0.28931 0.08462 -0.67119
Cl -1.32235 -0.01299 0.91202

Here are the Löwdin charges for atoms 1 to 2, given in e: C -0.37; C -0.42

***

Record 5
ORCA calculation (ωB97M-V/def2-TZVPD) on the molecule C3H6N2O.

HOMO energy (spin up / spin down) in eV: -7.21 / -7.34
E_LUMO (spin up / spin down) in eV: 0.332 / 0.470
Total energy in Eh: -302.59373
Largest force on an atom in hartree/bohr: 0.00980
Multiplicity: 1
Total charge: 0

Atoms and positions in Å:
N -0.60060 1.73594 -0.12143
C 0.38284 0.95555 0.36048
O 1.35986 1.31544 0.96793
N 0.16007 -0.48560 0.06509
C 1.23035 -1.24500 0.18942
C -1.05438 -0.88189 -0.40680
H -1.25723 1.34588 -0.78332
H -0.49774 2.73242 -0.01583
H 2.19942 -0.78198 0.28823
H 1.08878 -2.31614 0.15817
H -1.08285 -1.89250 -0.79640
H -1.92852 -0.48211 0.09445

Here are the Löwdin charges for atoms 1 to 2, given in e: N 0.18; C -0.51

***

Record 6
ORCA calculation (ωB97M-V/def2-TZVPD) on the molecule C5H8O2 in a non-equilibrium geometry.

HOMO energy in eV: -8.88
E_LUMO in eV: 0.734
Total energy in Eh: -345.72692
Largest force on an atom in hartree/bohr: 0.02503
Multiplicity: 1
Total charge: 0

Atoms and positions in Å:
C -1.58750 0.82949 0.93778
C -0.58961 -0.26011 0.71523
C -0.27978 -0.61812 -0.75352
C 0.99787 0.19906 -0.71963
O 0.87719 1.53019 -1.08917
C 1.93595 -0.23152 0.12323
O 0.04035 -0.72257 1.64107
H -2.56203 0.33845 1.00455
H -1.60584 1.55744 0.12257
H -1.35139 1.31699 1.88426
H -0.10185 -1.69023 -0.89015
H -1.04872 -0.27295 -1.45688
H 1.06241 1.56915 -2.03664
H 1.97482 -1.28313 0.38755
H 2.54149 0.44447 0.71312

Here are the Löwdin charges for atoms 1 to 2, given in e: C 0.00; C -0.46

***

The records above yield energy above the lowest of the compared OMol25 structures with the same formula, charge and spin values of 0.0, 23.3, 53.2, 125.2, 62.4, 49.0 kcal per mole, respectively.